Entry 1:
132
Properties=species:S:1:pos:R:3:forces:R:3 method="wB97M-V/def2-TZVPD" homo_energy_ev=-2.97 e_tot_ev=-182003.87290 mol_weight_g_mol=1537.7 charge=-2 gap_ev=6.641
Bi -0.33837 -0.21829 0.24381 -0.2232 0.2932 -0.2097
S -3.78433 -1.66728 -1.30866 0.0720 -0.0506 0.0207
P -3.17946 0.15690 -1.75888 0.0500 0.5724 -0.0798
C -1.49737 0.62087 -1.62436 -0.1369 -0.9173 -0.4151
P -0.43579 -0.14927 -2.77332 0.0949 0.3135 0.2752
S 0.65865 -1.58509 -1.82945 0.0809 0.1394 -0.0732
C -1.07503 -0.93928 -4.28993 -0.1141 0.0159 -0.0215
C -1.04574 -0.29560 -5.52569 -0.0060 -0.1119 -0.0210
C -1.55757 -0.92473 -6.65290 0.0086 -0.0173 0.0631
C -2.10147 -2.19951 -6.55150 0.0422 0.0629 0.0406
C -2.12528 -2.84754 -5.32375 0.0056 0.0244 0.0251
C -1.61230 -2.22213 -4.19591 0.0047 0.0111 -0.0577
C 0.75050 1.07536 -3.42931 0.0807 -0.0544 -0.0007
C 1.96903 0.65439 -3.96439 -0.0232 0.0901 0.0136
C 2.88611 1.58716 -4.42789 -0.0443 0.0031 0.0157
C 2.58988 2.94560 -4.36619 -0.0046 -0.0721 0.0198
C 1.37886 3.36749 -3.83737 -0.0432 -0.0336 -0.0243
C 0.46438 2.43284 -3.36384 -0.0139 0.1285 0.0081
C -3.70805 0.60593 -3.48039 0.0268 -0.0309 -0.0580
C -3.10311 1.64778 -4.18618 -0.1788 0.0209 0.0917
C -3.53228 1.98915 -5.46258 0.0074 0.0027 0.0826
C -4.56637 1.28094 -6.06010 0.0205 -0.0022 0.0399
C -5.16688 0.23418 -5.37327 0.0520 0.0033 0.0495
C -4.74103 -0.09966 -4.09211 0.0320 0.0281 -0.0192
C -4.14559 1.40244 -0.80479 0.0207 0.0114 0.1178
C -4.19390 2.73406 -1.22797 0.0271 -0.0510 0.1338
C -4.92695 3.67598 -0.52259 0.0545 -0.0174 -0.0429
C -5.61571 3.30146 0.62473 -0.0196 0.0142 0.0394
C -5.56996 1.98530 1.05658 0.1366 -0.0545 -0.0486
C -4.83829 1.03619 0.34495 -0.0439 0.0365 -0.0787
H -0.62554 0.69988 -5.60712 -0.0111 -0.0329 0.0005
H -1.53734 -0.41535 -7.60956 -0.0020 -0.0087 0.0303
H -2.50629 -2.68510 -7.43148 -0.0009 -0.0072 0.0038
H -2.55251 -3.84013 -5.23751 0.0232 0.0405 -0.0035
H -1.63126 -2.72021 -3.23594 -0.0334 0.0018 0.0232
H 2.21317 -0.40180 -3.97946 -0.0008 0.0219 0.0143
H 3.84449 1.25379 -4.81007 -0.0541 0.0180 0.0216
H 3.31870 3.67386 -4.70132 -0.0166 -0.0075 -0.0113
H 1.15518 4.42655 -3.76187 0.0179 -0.0565 0.0141
H -0.45928 2.75666 -2.89384 0.0802 -0.0492 0.0288
H -2.28224 2.18327 -3.72423 -0.0333 -0.0137 -0.0642
H -3.04622 2.79907 -5.99662 -0.0085 -0.0311 0.0310
H -4.89340 1.53659 -7.06175 -0.0016 -0.0056 0.0194
H -5.96447 -0.33286 -5.84010 0.0119 0.0096 0.0222
H -5.19291 -0.92449 -3.55289 0.0182 0.0024 -0.0139
H -3.65609 3.04132 -2.11337 0.0430 0.0116 -0.0298
H -4.95224 4.70579 -0.86455 0.0116 -0.0571 0.0202
H -6.17942 4.04079 1.18563 0.0250 -0.0545 -0.0342
H -6.08318 1.68388 1.95904 -0.0168 -0.0409 0.0701
H -4.81237 0.00597 0.67797 0.0599 0.0075 0.0428
C 2.14073 -2.02158 3.12084 -0.0880 -0.0199 0.1053
C 2.98960 -1.00256 2.38986 0.0077 0.0672 0.0326
N 2.25221 0.20894 2.02792 -0.1884 -0.1508 -0.1178
C 1.60860 0.90201 3.14188 0.1218 0.0166 -0.0404
C 2.55238 1.34583 4.26012 -0.0189 -0.0068 0.0616
C 3.04779 1.07700 1.15647 -0.1146 0.0634 0.0228
C 2.45572 1.11897 -0.24559 -0.1472 0.1260 -0.0061
N 1.03984 1.53026 -0.21028 0.5339 -0.2322 0.1548
C 0.69087 2.82924 -0.09427 0.0820 -0.1175 0.0087
C -0.54549 3.15879 0.50230 0.0076 0.0022 0.0092
F -1.23832 2.15251 1.08837 -0.0921 0.1116 -0.0424
C -1.02930 4.43659 0.61298 -0.0952 0.0094 0.0583
F -2.19828 4.63311 1.24710 -0.0869 0.0059 -0.0452
C -0.32854 5.52681 0.13138 0.0098 0.0687 -0.0120
C 0.90906 5.24709 -0.40888 -0.0474 -0.0111 0.0525
F 1.66545 6.26028 -0.87889 0.0325 0.0872 -0.0275
C 1.42287 3.97130 -0.50225 0.0225 -0.1170 -0.0484
F 2.66364 3.86441 -1.02420 -0.0026 -0.0423 -0.0627
H 2.74938 -2.90528 3.33710 -0.0766 0.1106 0.0423
H 1.76272 -1.63028 4.06696 0.0042 -0.0132 0.0813
H 1.28210 -2.33538 2.52015 0.0692 0.1279 0.1201
H 3.87640 -0.76133 2.99409 0.0318 0.0478 0.0036
H 3.35732 -1.44086 1.46293 -0.1048 0.0588 0.2009
H 1.09436 1.77378 2.72933 -0.0025 0.0241 -0.0269
H 0.82624 0.26366 3.55561 -0.0529 -0.0248 -0.0088
H 2.96197 0.48662 4.80017 -0.0131 0.0750 -0.0556
H 2.00957 1.96763 4.97772 0.0378 -0.0302 -0.0159
H 3.39045 1.92803 3.86604 -0.0384 -0.0263 0.0303
H 3.06379 2.10083 1.54635 0.0302 0.0089 0.1076
H 4.08650 0.72982 1.11204 0.0005 0.0599 -0.0245
H 3.05543 1.77010 -0.87441 0.0168 0.0139 -0.1131
H 2.50855 0.12361 -0.68716 -0.0452 -0.0574 0.0044
H -0.71671 6.53345 0.19138 0.0263 -0.0660 0.0156
C -1.98204 3.58213 4.27950 0.0910 -0.0066 0.0797
C -2.77111 2.39180 3.78949 0.2011 -0.1301 -0.0999
O -2.00481 1.20798 4.09033 -0.3375 0.2243 0.1553
P -2.52355 -0.23602 3.56236 0.5561 0.2585 -0.1457
O -2.25797 -0.31856 2.09242 -0.1863 -0.1713 -0.0110
Te -4.67859 -0.71232 4.38898 -0.1934 -0.0084 -0.0233
O -1.41342 -1.15909 4.28990 0.0118 -0.0848 0.2561
C -1.34051 -1.27741 5.72155 0.1683 0.0845 -0.2519
C -0.83871 -2.65706 6.08610 -0.0497 -0.0515 -0.0875
H -1.82504 3.51864 5.35970 -0.0035 0.0143 -0.0571
H -2.51925 4.50523 4.05127 0.0306 -0.0241 0.0036
H -1.00480 3.61729 3.79081 -0.0533 0.0253 0.0098
H -2.94097 2.46781 2.71342 0.0181 -0.1186 0.0162
H -3.74419 2.33300 4.27724 -0.0615 -0.1161 0.1167
H -2.32132 -1.11429 6.15745 -0.2686 0.0606 -0.0105
H -0.67156 -0.49876 6.10004 0.0327 0.0059 -0.0751
H -1.52055 -3.41716 5.69741 0.0261 0.0514 0.0396
H -0.79245 -2.75611 7.17469 0.0195 0.0106 -0.0614
H 0.15367 -2.84197 5.67390 0.0229 0.0090 -0.0204
C 1.60411 -4.75740 1.39626 0.1668 -0.0738 -0.0939
C 0.58545 -4.28372 0.37247 0.1330 -0.0066 0.1718
O -0.20499 -3.22303 0.88585 -0.2143 0.1170 -0.0853
C -1.54763 -3.57628 1.21219 0.0363 0.0319 0.1188
C -1.63655 -4.42015 2.47006 -0.0008 -0.0490 0.0123
H 2.10320 -5.66132 1.03382 0.0004 0.0317 0.0138
H 1.13068 -4.97266 2.35730 0.0471 -0.0082 -0.0726
H 2.36556 -3.98779 1.54698 -0.1201 -0.2456 -0.0977
H -0.06226 -5.10214 0.04032 -0.0482 -0.0212 0.0303
H 1.11535 -3.90411 -0.50008 0.0033 0.0077 -0.1095
H -2.01035 -4.08306 0.35951 0.0070 -0.0246 -0.0645
H -2.08291 -2.64010 1.36369 0.0025 0.0479 -0.0274
H -1.15761 -5.39563 2.34076 -0.0451 0.0372 0.0102
H -2.68658 -4.58054 2.72854 0.0458 0.0132 0.0154
H -1.15189 -3.89442 3.29533 -0.0391 -0.0236 -0.0105
F 6.73644 -3.72032 -1.86933 0.0768 -0.1207 -0.0500
C 5.46477 -3.74500 -1.48069 -0.1521 0.1100 0.0859
F 4.68994 -3.91738 -2.56082 0.1295 -0.1201 -0.0278
F 5.28527 -4.78706 -0.66239 0.0200 -0.0991 -0.1104
S 4.98282 -2.17800 -0.65177 0.0789 0.1285 0.2389
O 3.56365 -2.34076 -0.49591 0.1279 -0.0486 -0.0190
O 5.48367 -1.14936 -1.52060 -0.0468 -0.0365 0.0805
N 5.68578 -2.27441 0.75910 0.2036 0.3382 -0.3195
S 7.08623 -1.57314 1.06458 -0.3968 -0.2088 -0.4075
O 7.03441 -0.14243 1.17558 -0.0041 -0.0732 -0.0060
O 8.20757 -2.17054 0.39006 -0.0361 0.0696 0.0614
C 7.21332 -2.16321 2.79456 -0.1261 -0.0488 -0.0972
F 6.27190 -1.61613 3.56552 0.0882 -0.0826 0.0847
F 8.41172 -1.79930 3.26373 0.0908 0.0021 0.2055
F 7.11584 -3.49222 2.87798 0.0498 0.0467 0.0995


Entry 2:
117
Properties=species:S:1:pos:R:3:forces:R:3 method="wB97M-V/def2-TZVPD" homo_energy_ev="-4.32 / -4.32" e_tot_ev=-224628.49904 s_squared=0.75 e_above_lowest_kcal_mol=33.7 mol_weight_g_mol=1309.6 charge=-1 multiplicity=2 gap_ev="6.321 / 4.253"
Pb 0.38207 1.93772 -0.62275 0.1042 0.0827 0.7352
C -1.97192 0.98157 -5.94640 -0.8682 0.0816 -0.0558
O -1.72164 1.65521 -4.74456 -0.0886 0.0468 0.1097
C -0.98067 2.81691 -4.78326 0.0988 -0.4204 -0.4803
C -0.74474 3.55931 -5.91167 0.5263 0.3251 0.4898
C 0.12693 4.66904 -5.82703 -0.5379 -0.1340 -0.7466
C 0.68761 5.01585 -4.63712 0.4784 0.6168 -0.1996
C 0.47563 4.26353 -3.48539 -0.8909 -0.1412 0.9442
C 1.03268 4.79182 -2.25912 0.9380 -0.4218 1.0707
N 1.20392 4.23569 -1.10165 -1.4130 -1.5883 -1.5435
N 1.93326 4.88914 -0.18931 0.3827 0.7468 0.2558
C 2.12827 4.22516 0.92711 -0.9553 -0.1820 -0.2342
O 1.66447 3.07289 1.24532 0.3382 0.4203 -0.2697
C 2.97198 4.97267 1.88540 1.1624 0.9547 -0.7081
C 3.58535 6.18237 1.54334 -0.1108 0.6566 -0.9507
C 4.51272 6.80101 2.40421 -0.9344 -0.3986 -0.9900
C 4.91009 6.14940 3.55110 -0.8291 -0.7823 0.1653
C 4.30269 4.92579 3.87223 0.4689 0.8082 -0.2757
C 3.34285 4.38046 3.05962 -0.1758 0.2982 0.2209
C -0.39567 3.15280 -3.51870 0.1295 0.2492 -1.3605
O -0.70990 2.40845 -2.54587 -0.2826 -0.4396 1.2842
H -2.67064 1.50427 -6.59780 -0.3124 0.3314 0.0071
H -2.43077 0.01224 -5.72500 0.2009 0.1658 0.2419
H -1.10043 0.83338 -6.54520 1.0230 -0.1775 -0.2436
H -1.18007 3.34305 -6.86729 -0.2187 -0.3234 -0.2464
H 0.29529 5.23083 -6.73820 0.1164 0.1383 0.1414
H 1.32097 5.90277 -4.55398 -0.1218 -0.2482 -0.1118
H 1.51277 5.74717 -2.32788 0.2458 0.7752 -0.2698
H 3.32436 6.61046 0.53343 0.3397 -0.3315 1.4013
H 4.87029 7.78017 2.13106 0.3219 0.1042 0.0305
H 5.61085 6.58254 4.22863 0.4895 0.2420 0.2909
H 4.60115 4.39214 4.73720 0.2143 -0.3300 0.8573
H 2.77986 3.52461 3.28746 -0.2132 -1.3699 0.6302
S 2.62686 1.46609 -1.91745 0.9168 -0.0452 -0.4931
C 2.75637 -0.23857 -1.56001 -0.2299 -0.1290 -0.2355
C 3.70268 -1.14978 -2.12178 0.4350 1.0115 0.2908
C 3.63054 -2.48519 -1.79138 -0.8150 0.4493 -0.3909
C 2.55839 -2.90703 -0.99844 0.8687 -1.6500 -0.0747
C 1.72780 -1.96325 -0.47041 -0.1722 -0.8940 0.1160
N 1.80546 -0.67570 -0.72881 -0.0619 0.1120 0.0397
H 4.52519 -0.75701 -2.73992 -0.5924 -0.2067 0.2478
H 4.30698 -3.18226 -2.25448 0.2404 -0.2136 0.0987
H 2.39954 -3.98659 -0.77952 0.1549 0.9679 -0.0932
H 0.94292 -2.34944 0.16683 -0.3553 0.4400 0.3020
C -0.95693 -1.61454 -2.49431 0.5569 -0.1144 -0.6306
Si -2.10126 -3.05849 -2.25787 -0.2751 1.1353 -0.2847
C -2.65780 -3.52407 -3.95462 -1.5072 -0.0997 -0.6892
C -1.13610 -4.49317 -1.72412 0.7568 -0.4188 2.1282
Ge -3.78561 -2.48708 -0.57546 0.3955 -0.8004 -0.1789
Si -4.74231 -0.46255 -1.15268 -0.1214 1.7383 -0.3097
C -6.47110 -0.17724 -0.52626 -0.3978 1.2698 0.2153
C -4.67248 -0.43517 -3.01855 -0.3671 -0.9386 0.0814
C -3.79017 1.12280 -0.75298 -0.0708 0.2979 -0.7054
Si -5.26419 -4.30985 -0.05604 -0.3131 0.8020 0.0952
C -4.13194 -5.57521 0.68169 -0.3636 -0.4373 -0.4321
C -6.09564 -4.98280 -1.58317 -0.3537 -0.5885 -0.4576
C -6.58607 -3.73884 1.15262 0.1309 0.2847 -0.4957
H -0.17164 -1.92524 -3.24698 -0.7139 0.3455 0.6999
H -0.44113 -1.40678 -1.56379 0.0733 0.3106 0.0767
H -1.43516 -0.69784 -2.86104 0.1569 -0.0914 0.0872
H -1.77048 -3.48993 -4.58663 0.0074 0.4484 -0.1940
H -3.49394 -2.85695 -4.34132 1.1115 -0.9942 0.1552
H -2.92779 -4.59554 -3.98559 -0.4296 0.4703 0.0212
H -1.76207 -5.37112 -1.66648 -0.1360 -0.4720 -0.1553
H -0.79157 -4.31872 -0.66721 -0.0267 -0.2203 -0.8581
H -0.26875 -4.68219 -2.34522 0.1640 -0.0466 -0.1854
H -7.24701 -0.74208 -1.01351 -0.3047 -0.6144 -0.0323
H -6.69406 0.88730 -0.83187 0.2439 -0.8587 0.4929
H -6.56044 -0.25047 0.57427 -0.0426 0.0260 -0.5305
H -5.15813 -1.33107 -3.44918 0.2871 0.4186 -0.0629
H -3.60363 -0.44470 -3.21196 0.1489 -0.1103 -0.4074
H -5.07872 0.46277 -3.45680 -0.2400 0.3263 -0.1360
H -3.42084 1.21431 0.26183 0.0983 0.0826 0.1653
H -4.36657 2.05631 -1.03612 0.3808 -1.1107 0.3840
H -2.93751 1.10399 -1.45275 0.0479 0.1754 0.3942
H -3.30961 -5.67222 -0.02173 0.2856 -0.1695 0.0470
H -4.60048 -6.55177 0.80281 -0.0472 -0.0878 0.0233
H -3.74598 -5.24920 1.62792 0.3053 0.1942 0.4869
H -5.33047 -5.54416 -2.13941 -0.3176 -0.0096 -0.0520
H -6.53543 -4.25646 -2.26929 0.2661 0.2702 0.0943
H -6.94889 -5.65544 -1.35120 0.6280 0.0998 0.1006
H -6.06754 -3.34603 2.00857 0.2067 0.2296 0.6213
H -7.18288 -4.58822 1.48555 -0.2780 0.1158 -0.0736
H -7.19191 -2.90520 0.74585 0.0900 -0.6349 0.1461
C 1.26923 2.66623 6.23114 0.8796 1.3876 1.6185
C 2.46266 2.00437 6.06414 0.3405 -0.6399 -0.7598
C 2.62801 1.21924 4.89702 0.6769 0.3468 1.2307
C 1.58809 1.10416 3.98399 -0.1560 -0.1118 -0.5315
C 0.42936 1.86355 4.15128 -0.5327 -0.2213 -0.0474
C 0.30996 2.68266 5.26890 -2.1613 0.7425 -0.4938
As 1.61579 -0.02252 2.33862 -0.7591 0.1841 0.7919
C 1.81133 -1.73482 3.26325 -0.7212 0.3984 -0.4176
C 0.78506 -2.49084 3.76744 -1.6365 -0.0934 0.7197
C 1.05306 -3.72094 4.37838 -1.5706 0.2738 -0.2187
C 2.32286 -4.22897 4.38846 0.9172 0.0981 -0.1189
C 3.37980 -3.46347 3.87444 -1.2345 0.9438 0.0839
C 3.11391 -2.19626 3.31312 0.2602 -1.6476 0.7987
C 4.09641 -1.31138 2.73352 0.0633 2.6761 -1.1251
C 5.47644 -1.38136 2.72547 0.8154 -1.2137 0.6640
C 6.24814 -0.44578 2.02775 -1.6186 0.5603 -0.8641
C 5.62284 0.56968 1.28752 -1.0346 0.1657 -0.5496
C 4.19755 0.77854 1.35414 1.7417 -0.3941 0.5051
C 3.49216 -0.13336 2.11244 1.0167 -0.8776 0.1318
H 1.19102 3.30717 7.12964 -0.2288 -0.3610 -0.6047
H 3.23058 2.18021 6.83294 -0.1541 -0.5211 -0.6151
H 3.59840 0.72653 4.76607 -0.4687 -0.0045 -0.2306
H -0.41426 1.75967 3.43861 0.7749 0.2936 0.3547
H -0.56575 3.38434 5.41314 0.9217 -1.1189 -0.3242
H -0.28477 -2.12252 3.74059 1.4197 -0.3912 0.0301
H 0.21637 -4.28676 4.82272 0.5265 0.2467 -0.3369
H 2.44212 -5.22454 4.79400 0.4571 0.0361 0.1076
H 4.39356 -3.73371 3.99318 0.9101 -0.6924 -0.0832
H 6.02475 -2.22526 3.24266 -0.7785 0.9769 -0.6006
H 7.29572 -0.59376 1.95776 0.8233 0.0053 -0.0148
H 6.14434 1.15688 0.51321 0.1258 -0.1619 0.8577
H 3.70167 1.63873 0.86237 0.4003 -0.7320 0.2551
Te -2.09452 -2.15453 1.30258 -0.0668 0.0256 0.1442